# 1
Molecular formula: C4H9N2
Method: DFT, ωB97M-V/def2-TZVPD

Last column: Mulliken charge in e.
Cartesian coordinates (Å):
H 2.15109 1.34371 0.94749  0.283
H -1.83969 1.26121 1.13060  0.273
C 1.78234 0.77594 0.01900  -0.765
N -1.06629 0.59879 -0.54684  0.002
H -1.83570 -0.54745 1.11911  0.226
N 0.59911 0.04967 0.17487  0.082
H 1.63498 1.52126 -0.85155  0.330
H 1.03756 -2.05053 -0.26512  0.309
H -3.03367 0.37903 0.10500  0.329
C 0.23037 -1.43534 -0.04399  -0.505
H 2.65795 0.13242 -0.04284  0.332
H 0.36476 -0.14521 -1.95199  0.373
H -0.46138 -1.87576 0.68280  0.180
C -2.04837 0.41090 0.50136  -0.509
C -0.17305 -0.41865 -0.97790  0.058

Results
frontier orbital gap = 9.51 eV
energy relative to the best compared isomer or geometry (same formula, charge and spin) = 593.86 kJ/mol
maximum force = 0.0762 hartree/bohr
electronic energy = -266.8731 hartree
LUMO = -6.079 eV
charge = +1
multiplicity = 1

# 2
Molecular formula: C4H9N2
Method: DFT, ωB97M-V/def2-TZVPD

Last column: Mulliken charge in e.
Cartesian coordinates (Å):
H 0.62022 -2.34601 -2.14109  0.327
H -2.12656 2.54098 1.38707  0.252
C 0.20514 -0.31893 -0.70151  0.135
H 0.86003 0.02949 -1.46812  0.310
C 0.25248 -2.60600 -1.13963  -0.883
H 1.13627 2.17979 1.50085  0.223
H 0.34203 3.61781 0.83039  0.250
H -0.74282 -1.75845 0.34567  0.252
H 0.96241 -3.16140 -0.70849  0.382
H -0.56502 -3.22854 -1.21728  0.350
C -1.16236 2.02574 1.34587  -0.338
N -0.13831 -1.47308 -0.37327  -0.057
C 0.21326 2.56557 1.04110  -0.181
H -1.15088 1.25771 2.01341  0.242
N -0.53494 1.89413 0.05685  -0.263

Results
frontier orbital gap (spin up / spin down) = 8.29 / 9.31 eV
energy relative to the best compared isomer or geometry (same formula, charge and spin) = 684.55 kJ/mol
maximum force = 0.0789 hartree/bohr
electronic energy = -266.8386 hartree
LUMO (spin up / spin down) = -5.770 / -4.781 eV
charge = +1
multiplicity = 1

# 3
Molecular formula: C4H9N2
Method: DFT, ωB97M-V/def2-TZVPD

Last column: Mulliken charge in e.
Cartesian coordinates (Å):
H -0.90982 1.21656 1.37280  0.333
H -0.78384 -2.01664 -0.60845  0.283
C -0.49913 0.50034 -1.49009  -0.824
N -0.07314 0.06606 -0.21665  0.225
N 1.13630 0.41976 1.61301  -0.493
C 0.97730 -0.96427 0.06587  -0.060
C 0.00203 1.01119 0.83695  -0.306
H 0.50530 2.04446 0.51328  0.296
H -0.72233 -0.35937 -2.22214  0.325
C -0.34421 -1.41429 0.20958  -0.296
H 1.88937 -1.27638 -0.44024  0.336
H 0.92956 0.03905 2.61097  0.268
H -1.46041 0.96974 -1.30589  0.379
H 0.20411 1.18431 -2.10483  0.288
H -0.85110 -1.42052 1.16582  0.246

Results
frontier orbital gap (spin up / spin down) = 9.07 / 9.07 eV
energy relative to the best compared isomer or geometry (same formula, charge and spin) = 601.90 kJ/mol
maximum force = 0.1103 hartree/bohr
electronic energy = -266.8700 hartree
LUMO (spin up / spin down) = -5.107 / -5.107 eV
charge = +1
multiplicity = 1

# 4
Molecular formula: C4H9N2
Method: DFT, ωB97M-V/def2-TZVPD

Last column: Mulliken charge in e.
Cartesian coordinates (Å):
H 2.87859 -0.91600 1.26281  0.293
N 1.05917 -0.32872 0.25268  -0.110
H -3.69761 -1.06281 1.12420  0.283
H 0.56236 0.03154 1.01988  0.284
H -3.08459 0.72228 1.11493  0.258
C 2.12011 0.43891 -0.35795  -0.318
N -1.17019 -0.91993 -0.78323  -0.359
C -3.24716 -0.18558 0.47810  -0.837
H 0.23723 -0.78841 -0.27632  0.426
C -2.02792 -0.61156 -0.14169  0.317
H 2.59496 -1.63405 -0.49444  0.253
H 2.07946 0.48002 -1.55888  0.236
C 2.38189 -0.86160 0.29754  -0.342
H -4.16887 0.03066 -0.11374  0.315
H 2.33641 1.36672 0.07031  0.300

Results
frontier orbital gap = 13.13 eV
energy relative to the best compared isomer or geometry (same formula, charge and spin) = 268.04 kJ/mol
maximum force = 0.0983 hartree/bohr
electronic energy = -266.9972 hartree
LUMO = -3.088 eV
charge = +1
multiplicity = 1

# 5
Molecular formula: C4H9N2
Method: DFT, ωB97M-V/def2-TZVPD

Last column: Mulliken charge in e.
Cartesian coordinates (Å):
H 1.62806 -1.54670 0.81429  0.374
N -1.22011 -0.01520 1.08043  -0.411
H 1.66561 -1.06551 -0.81132  0.437
C 1.20714 1.22812 0.52910  -1.037
C 0.34524 0.07959 0.20411  1.063
C -1.12001 0.12628 -0.18181  0.024
H 2.21248 0.81985 0.49915  0.393
C 1.01966 -1.20462 0.02888  -1.245
H 0.19305 -1.99778 -0.30736  0.316
H 1.19643 1.93607 -0.39052  0.300
H -2.06183 -0.26961 1.73881  0.310
H -1.33792 0.33574 -2.09375  0.266
H -2.77130 -0.38885 -1.25401  0.258
N -1.88788 0.08093 -1.28880  -0.384
H 0.93136 1.88169 1.43281  0.335

Results
frontier orbital gap = 11.14 eV
energy relative to the best compared isomer or geometry (same formula, charge and spin) = 289.38 kJ/mol
maximum force = 0.0859 hartree/bohr
electronic energy = -266.9891 hartree
LUMO = -4.177 eV
charge = +1
SMILES string = CC1(C)NC1=[NH2+]
multiplicity = 1

# 6
Molecular formula: C4H9N2
Method: DFT, ωB97M-V/def2-TZVPD

Last column: Mulliken charge in e.
Cartesian coordinates (Å):
C -2.51332 -0.95138 -0.02131  -0.542
N -0.26712 0.18362 -0.04697  0.682
C 1.71892 -1.02601 0.13743  -0.745
H 1.31631 1.34983 0.83470  0.322
H -3.57995 -0.84582 0.02363  0.297
H -2.16540 1.11647 0.08120  0.219
H 0.77512 1.71036 -0.84965  0.414
H 2.44457 -0.20887 0.19459  0.387
H -0.25237 2.27161 0.53450  0.263
N 0.35167 -0.90917 -0.14399  -0.499
C -1.75969 0.12078 -0.08082  0.064
H -1.88659 -1.88933 0.14065  0.264
C 0.42585 1.43042 0.16281  -0.798
H 1.87794 -1.95739 -0.55992  0.325
H 1.72181 -1.56680 1.14696  0.348

Results
frontier orbital gap = 9.30 eV
energy relative to the best compared isomer or geometry (same formula, charge and spin) = 394.50 kJ/mol
maximum force = 0.0703 hartree/bohr
electronic energy = -266.9490 hartree
LUMO = -5.762 eV
charge = +1
SMILES string = C=C/[N+](C)=N/C
multiplicity = 1

# 7
Molecular formula: C4H9N2
Method: DFT, ωB97M-V/def2-TZVPD

Last column: Mulliken charge in e.
Cartesian coordinates (Å):
N 0.84505 0.39964 -0.62851  0.030
H 1.02351 -0.88622 -2.32944  0.323
C -0.85189 -0.39187 0.97590  -0.513
H -1.69269 0.38699 2.71750  0.247
N -1.94459 0.01840 1.77209  -0.488
H 2.06411 0.70386 -2.45064  0.278
H 0.14768 -0.43073 1.47689  0.302
H -1.04981 -1.29768 0.45754  0.370
C 1.69670 -0.13577 -1.90426  -0.463
H -2.67076 -0.64160 1.71680  0.244
H -1.09989 0.32955 -1.19454  0.272
C 2.04072 -0.16866 -0.51069  0.055
H 2.78090 0.00357 0.21751  0.376
H -0.78859 1.56744 0.00396  0.286
C -0.50045 0.54309 -0.32010  -0.317

Results
frontier orbital gap = 7.60 eV
energy relative to the best compared isomer or geometry (same formula, charge and spin) = 472.83 kJ/mol
maximum force = 0.1270 hartree/bohr
electronic energy = -266.9192 hartree
LUMO = -5.736 eV
charge = +1
SMILES string = NCC[N+]1=CC1
multiplicity = 1

# 8
Molecular formula: C4H9N2
Method: DFT, ωB97M-V/def2-TZVPD

Last column: Mulliken charge in e.
Cartesian coordinates (Å):
H -1.43728 -0.48533 0.83720  0.364
H -0.21196 -0.83241 -1.89069  0.455
C 0.72260 -1.79071 -0.06002  -1.161
C 0.51826 1.95287 0.65187  -0.311
H 0.28559 -2.79227 -0.02479  0.369
H -2.09561 0.04193 -0.61658  0.349
H 0.88099 -1.45238 0.96163  0.314
H 1.59426 1.84318 0.65576  0.241
H 0.11097 2.44890 1.52539  0.264
H -0.79417 2.92447 -0.81766  0.255
N -1.22200 -0.09489 -0.08940  -0.109
N -0.07413 2.22314 -0.68555  -0.387
H 1.69118 -1.87591 -0.54715  0.324
C -0.28795 1.01573 -0.09514  0.209
C -0.12727 -0.86019 -0.82252  -0.177

Results
frontier orbital gap = 9.26 eV
energy relative to the best compared isomer or geometry (same formula, charge and spin) = 508.14 kJ/mol
maximum force = 0.0897 hartree/bohr
electronic energy = -266.9057 hartree
LUMO = -3.569 eV
charge = +1
multiplicity = 1

Which of these has the lowest electronic energy?
number 4

What is the charge in the fifth record?
+1